A structure of composition C34H38BrN9OS2Sn. Source: the OMol25 dataset; level of theory: ωB97M-V/def2-TZVPD.

Positions of all 86 atoms, in Å:
Sn -0.093 0.646 -0.367
N -0.246 2.732 -1.628
C -1.447 3.202 -2.358
C -1.850 2.169 -3.396
C -2.547 0.980 -2.752
N -1.573 0.091 -2.049
H 0.049 3.451 -0.970
H 0.526 2.639 -2.284
H -1.270 4.180 -2.806
H -2.251 3.320 -1.635
H -0.966 1.830 -3.949
H -2.516 2.625 -4.128
H -3.065 0.385 -3.504
H -3.287 1.292 -2.019
H -1.007 -0.374 -2.755
H -2.105 -0.634 -1.549
C 4.520 -3.024 -0.769
C 5.251 -2.590 0.497
C 5.610 -3.842 1.311
C 6.535 -1.856 0.082
C 4.401 -1.659 1.360
C 4.972 -1.122 2.533
C 4.295 -0.256 3.355
C 3.002 0.112 2.987
S 1.960 1.270 3.740
C 0.819 1.033 2.497
N 1.143 0.150 1.590
C 2.406 -0.400 1.837
C 3.103 -1.309 1.032
C -0.415 1.814 2.348
C -0.917 2.650 3.345
C -2.101 3.333 3.138
C -2.797 3.183 1.942
C -2.295 2.366 0.941
C -1.091 1.705 1.147
H 5.167 -3.677 -1.356
H 4.265 -2.162 -1.392
H 3.609 -3.584 -0.538
H 6.231 -4.511 0.713
H 4.711 -4.385 1.610
H 6.166 -3.590 2.215
H 7.129 -2.491 -0.577
H 7.156 -1.598 0.940
H 6.304 -0.934 -0.457
H 5.984 -1.394 2.800
H 4.761 0.144 4.246
H 2.625 -1.709 0.152
H -0.383 2.759 4.281
H -2.488 3.981 3.912
H -3.733 3.706 1.793
H -2.850 2.238 0.022
Br 2.129 -5.123 -3.239
C 1.523 -3.554 -2.452
C 0.645 -3.602 -1.375
C 0.231 -2.417 -0.812
N 0.646 -1.220 -1.265
C 1.496 -1.175 -2.314
C 1.948 -2.318 -2.930
H 0.291 -4.543 -0.981
H -0.453 -2.413 0.030
H 1.830 -0.204 -2.648
H 2.632 -2.245 -3.764
O 1.779 1.247 -0.941
N 2.565 1.841 -0.018
C 3.780 1.925 -0.423
C 4.174 1.371 -1.694
N 4.393 0.912 -2.724
C 4.741 2.523 0.461
N 5.506 3.001 1.169
C -7.500 -0.467 2.833
C -6.701 -0.156 1.615
C -7.158 0.521 0.520
C -6.283 0.694 -0.563
N -5.021 0.274 -0.545
C -4.562 -0.380 0.531
S -2.998 -0.995 0.699
N -5.419 -0.586 1.582
C -6.746 1.378 -1.809
H -8.547 -0.224 2.677
H -7.132 0.110 3.684
H -7.418 -1.525 3.086
H -8.171 0.892 0.488
H -5.048 -1.117 2.360
H -7.827 1.327 -1.915
H -6.270 0.930 -2.679
H -6.464 2.433 -1.772

## Properties
Total charge = +2
Kohn-Sham gap = 7.8 eV
Lowest unoccupied orbital energy = -5.56 eV
E_HOMO = -13.31 eV


A structure of composition C34H38CaClN7O5SSeSi. Source: the OMol25 dataset; level of theory: ωB97M-V/def2-TZVPD.

Positions of all 89 atoms, in Å:
Ca -0.946 0.622 0.053
Cl -5.307 5.671 2.308
C -4.121 4.395 2.152
C -2.904 4.495 2.859
C -1.966 3.511 2.774
C -2.172 2.339 1.982
O -1.293 1.407 1.990
C -3.414 2.265 1.240
C -3.780 1.164 0.384
O -3.109 0.147 0.132
C -4.358 3.316 1.366
H -2.726 5.371 3.472
H -1.025 3.584 3.307
H -4.780 1.226 -0.065
H -5.290 3.248 0.814
C -2.755 -3.621 2.252
N -2.877 -3.236 0.850
C -3.976 -3.477 0.034
C -3.692 -2.980 -1.172
N -2.412 -2.430 -1.096
C -1.905 -2.583 0.180
S -0.390 -2.152 0.808
C -1.805 -1.773 -2.217
C -2.086 -2.219 -3.500
C -1.513 -1.539 -4.558
C -0.690 -0.448 -4.310
C -0.467 -0.090 -2.997
N -1.005 -0.761 -1.958
H -3.641 -4.189 2.525
H -2.672 -2.732 2.872
H -1.863 -4.225 2.394
H -4.863 -3.966 0.396
H -4.299 -2.904 -2.057
H -2.727 -3.075 -3.664
H -1.705 -1.866 -5.573
H -0.240 0.122 -5.111
H 0.123 0.787 -2.741
O 2.624 -3.828 3.994
C 3.421 -2.699 4.317
N 2.817 -1.601 3.604
C 3.552 -0.523 3.247
O 4.718 -0.386 3.597
C 2.863 0.493 2.395
C 3.056 1.847 2.613
C 2.402 2.749 1.799
C 1.565 2.277 0.798
N 1.395 0.969 0.559
C 2.050 0.110 1.348
H 2.973 -4.589 4.468
H 4.454 -2.802 3.988
H 3.417 -2.513 5.392
H 1.867 -1.719 3.286
H 3.713 2.175 3.409
H 2.534 3.815 1.929
H 1.016 2.944 0.142
H 1.940 -0.942 1.107
C 5.316 -0.541 0.060
N 4.130 -1.024 -0.631
C 3.379 -0.296 -1.496
Se 3.583 1.444 -2.042
N 2.385 -1.123 -1.918
C 2.486 -2.378 -1.311
C 1.724 -3.525 -1.396
C 2.108 -4.601 -0.608
C 3.222 -4.525 0.235
C 3.994 -3.372 0.304
C 3.599 -2.307 -0.488
H 5.405 0.522 -0.145
H 6.201 -1.059 -0.308
H 5.218 -0.697 1.133
H 1.649 -0.776 -2.503
H 0.854 -3.575 -2.040
H 1.527 -5.513 -0.637
H 3.487 -5.378 0.847
H 4.861 -3.305 0.950
C -3.077 2.913 -2.982
Si -1.445 3.419 -2.215
C -0.224 3.607 -3.610
C -1.699 5.070 -1.396
O -0.975 2.284 -1.155
H -3.368 3.534 -3.837
H -3.881 2.975 -2.235
H -3.024 1.870 -3.321
H -0.371 4.551 -4.149
H -0.329 2.795 -4.342
H 0.806 3.585 -3.235
H -2.360 5.720 -1.984
H -0.750 5.602 -1.251
H -2.157 4.924 -0.409

## Properties
Total charge = 0
Kohn-Sham gap = 7.3 eV
Lowest unoccupied orbital energy = -0.01 eV
E_HOMO = -7.30 eV


A structure of composition C34H38IrN5O4P2. Source: the OMol25 dataset; level of theory: ωB97M-V/def2-TZVPD.

Positions of all 84 atoms, in Å:
Ir 0.811 -1.015 0.301
C -0.392 -4.020 -2.802
C 0.940 -3.928 -2.210
N 1.379 -3.012 -1.294
C 2.642 -3.289 -1.066
C 3.061 -4.450 -1.860
N 1.975 -4.786 -2.528
C 4.325 -5.282 -2.064
O 5.388 -4.951 -1.392
O 4.199 -6.172 -2.855
C 3.491 -2.451 -0.144
O 4.620 -2.853 0.069
O 2.920 -1.405 0.314
H -0.990 -3.161 -2.520
H -0.881 -4.944 -2.468
H -0.318 -4.082 -3.892
H 1.972 -5.572 -3.181
H 5.246 -4.139 -0.836
N -0.973 1.863 -0.479
P -1.079 2.318 1.101
C -1.715 3.954 1.196
C -3.086 4.157 0.969
C -3.595 5.438 1.064
C -2.753 6.496 1.405
C -1.401 6.288 1.643
C -0.869 5.013 1.540
C -1.998 1.159 2.059
C -2.628 0.041 1.499
C -3.380 -0.788 2.314
C -3.490 -0.517 3.677
C -2.861 0.593 4.233
C -2.110 1.434 3.430
P -0.164 0.520 -1.220
C -1.318 0.061 -2.502
C -2.249 -0.953 -2.268
C -3.216 -1.242 -3.218
C -3.250 -0.521 -4.407
C -2.319 0.481 -4.650
C -1.349 0.775 -3.701
C 1.285 1.252 -1.988
C 2.078 0.417 -2.781
C 3.204 0.921 -3.406
C 3.551 2.258 -3.239
C 2.772 3.089 -2.449
C 1.638 2.590 -1.821
H -1.189 2.622 -1.125
H -3.743 3.330 0.725
H -4.646 5.616 0.884
H -3.163 7.494 1.490
H -0.761 7.118 1.911
H 0.186 4.848 1.723
H -2.590 -0.136 0.431
H -3.917 -1.626 1.887
H -4.090 -1.163 4.305
H -2.969 0.807 5.288
H -1.634 2.308 3.861
H -2.222 -1.516 -1.340
H -3.942 -2.023 -3.037
H -4.005 -0.744 -5.149
H -2.345 1.032 -5.580
H -0.616 1.547 -3.906
H 1.800 -0.622 -2.927
H 3.813 0.281 -4.031
H 4.430 2.652 -3.731
H 3.043 4.129 -2.324
H 1.045 3.254 -1.204
N -0.239 -2.334 1.707
C -0.077 -1.997 3.158
C 1.402 -1.889 3.530
C 1.803 -0.537 4.122
C 1.392 0.669 3.291
N 1.777 0.515 1.864
H -1.230 -2.392 1.482
H 0.132 -3.271 1.553
H -0.585 -2.756 3.751
H -0.608 -1.058 3.312
H 2.007 -2.075 2.634
H 1.677 -2.678 4.230
H 2.885 -0.531 4.267
H 1.366 -0.414 5.116
H 1.847 1.565 3.714
H 0.312 0.810 3.329
H 2.728 0.151 1.800
H 1.815 1.429 1.421

## Properties
<S²> = 8.776
Multiplicity = 6
Total charge = +3
Kohn-Sham gap (alpha / beta) = 7.7 / 5.1 eV
Lowest unoccupied orbital energy (alpha / beta) = -8.32 / -11.76 eV
E_HOMO (alpha / beta) = -16.07 / -16.91 eV


A cluster of 2 separate species, C34H38N3O3S in total. Source: the OMol25 dataset; level of theory: ωB97M-V/def2-TZVPD.

Positions of all 79 atoms, in Å:
C -6.412 -5.042 -1.826
O -5.877 -3.697 -1.841
C -4.534 -3.495 -1.840
C -4.099 -2.142 -1.832
C -2.750 -1.847 -1.795
C -1.766 -2.857 -1.759
C -0.307 -2.425 -1.697
C 0.672 -3.463 -1.762
S 2.374 -3.352 -1.768
C 2.812 -4.477 -0.385
C 2.787 -4.493 -3.153
O -0.017 -1.211 -1.598
C -2.212 -4.196 -1.780
C -3.567 -4.530 -1.828
H -7.491 -4.877 -1.820
H -6.120 -5.604 -2.725
H -6.107 -5.591 -0.922
H -4.848 -1.353 -1.851
H -2.454 -0.800 -1.798
H 0.339 -4.495 -1.878
H 3.901 -4.469 -0.266
H 2.332 -4.074 0.512
H 2.453 -5.489 -0.602
H 3.876 -4.494 -3.279
H 2.422 -5.501 -2.926
H 2.305 -4.094 -4.052
H -1.492 -5.011 -1.764
H -3.875 -5.580 -1.848
C -0.337 5.740 2.234
N -0.062 4.326 2.211
C -0.485 3.498 3.210
O -1.081 3.847 4.227
C -0.065 2.078 2.828
C -1.255 1.134 2.620
C -2.082 0.958 3.877
C -3.432 1.324 3.891
C -4.160 1.261 5.082
C -3.553 0.771 6.247
C -2.212 0.362 6.220
C -1.480 0.447 5.031
N 0.706 2.300 1.597
C 1.261 1.259 0.943
C 1.973 1.377 -0.244
C 2.523 0.357 -1.018
C 3.385 0.644 -2.135
C 4.169 -0.377 -2.742
C 4.942 -0.126 -3.864
C 5.001 1.166 -4.410
C 5.774 1.424 -5.590
N 6.384 1.635 -6.567
C 4.307 2.211 -3.785
C 3.528 1.963 -2.664
C 0.736 3.709 1.165
C 0.064 3.937 -0.196
C 2.135 4.343 1.160
H -0.959 5.960 3.103
H 0.591 6.320 2.295
H -0.864 6.045 1.323
H 0.590 1.670 3.623
H -1.883 1.541 1.810
H -0.863 0.158 2.285
H -3.886 1.694 2.968
H -5.199 1.596 5.096
H -4.122 0.711 7.176
H -1.727 -0.021 7.119
H -0.430 0.144 4.989
H 1.099 0.285 1.408
H 2.124 2.398 -0.585
H 2.317 -0.684 -0.770
H 4.151 -1.375 -2.297
H 5.519 -0.927 -4.328
H 4.386 3.229 -4.172
H 3.011 2.808 -2.204
H -0.991 3.634 -0.146
H 0.129 5.005 -0.440
H 0.559 3.367 -0.985
H 2.553 4.342 2.176
H 2.818 3.813 0.493
H 2.045 5.381 0.813

## Properties
Total charge = +1
Kohn-Sham gap = 5.1 eV
Lowest unoccupied orbital energy = -4.83 eV
E_HOMO = -9.91 eV


A structure of composition C34H38N6O6P2Pt. Source: the OMol25 dataset; level of theory: ωB97M-V/def2-TZVPD.

Positions of all 87 atoms, in Å:
Pt 1.545 2.134 1.444
C 1.785 -2.859 1.234
C 1.903 -2.007 0.229
C 0.929 -1.617 -0.842
C -0.140 -0.543 -0.476
C -0.679 -0.437 0.907
C -0.974 -1.402 1.782
C -0.787 -2.844 1.493
C 0.589 -3.419 1.937
C 0.928 2.065 3.353
H 2.707 -3.388 1.554
H 2.893 -1.492 0.174
H 0.426 -2.480 -1.306
H 1.555 -1.210 -1.646
H 0.337 0.435 -0.664
H -0.969 -0.712 -1.189
H -0.751 0.623 1.217
H -1.343 -1.130 2.775
H -0.976 -3.024 0.429
H -1.541 -3.360 2.089
H 0.760 -3.127 2.990
H 0.509 -4.523 1.890
H 1.834 2.266 3.958
H 0.419 1.137 3.637
H 0.282 2.975 3.362
P -2.283 2.118 -0.474
P -0.185 0.491 -3.308
N -3.921 1.522 0.084
N -2.939 3.734 -0.755
N -1.209 -0.736 -4.061
N 0.488 0.976 -4.937
C -2.598 1.527 -2.221
C -1.463 1.792 -3.208
C -4.241 1.544 1.444
C -5.586 1.240 1.593
C -6.126 1.035 0.287
C -5.083 1.215 -0.618
C -2.329 4.863 -0.204
C -3.040 5.988 -0.593
C -4.143 5.549 -1.411
C -4.059 4.160 -1.488
C -0.754 -2.055 -4.237
C -1.823 -2.849 -4.650
C -2.968 -1.998 -4.778
C -2.566 -0.717 -4.412
C 0.110 0.726 -6.265
C 0.774 1.625 -7.099
C 1.584 2.458 -6.260
C 1.393 2.045 -4.953
H -3.481 2.033 -2.640
H -2.857 0.467 -2.143
H -1.902 1.958 -4.197
H -0.900 2.699 -2.936
H -3.454 1.759 2.156
H -6.116 1.187 2.525
H -7.142 0.810 0.037
H -5.083 1.119 -1.695
H -1.438 4.727 0.395
H -2.826 7.010 -0.319
H -4.907 6.154 -1.869
H -4.687 3.459 -2.023
H 0.278 -2.285 -4.066
H -1.799 -3.913 -4.861
H -3.949 -2.296 -5.129
H -3.135 0.194 -4.356
H -0.587 -0.064 -6.503
H 0.680 1.692 -8.174
H 2.221 3.266 -6.576
H 1.802 2.395 -4.023
O 4.336 -0.025 2.075
C 3.593 -0.493 2.982
O 2.350 -0.353 3.156
C 4.305 -1.430 4.014
C 3.633 -2.327 4.872
C 4.373 -3.158 5.770
C 5.768 -3.090 5.837
C 6.423 -2.190 4.988
C 5.698 -1.379 4.085
N 7.856 -2.100 5.082
O 8.421 -2.849 5.911
O 8.478 -1.302 4.355
N 3.725 -4.114 6.643
O 2.482 -4.219 6.598
O 4.443 -4.802 7.405
H 2.551 -2.440 4.874
H 6.343 -3.697 6.535
H 6.229 -0.720 3.407

## Properties
<S²> = 2.011
Multiplicity = 3
Total charge = 0
Kohn-Sham gap (alpha / beta) = 6.7 / 4.5 eV
Lowest unoccupied orbital energy (alpha / beta) = -1.86 / -4.03 eV
E_HOMO (alpha / beta) = -8.54 / -8.54 eV


Looking at energy for the records above, in order, we have -148864.3144, -171571.1763, -72906.0160, -57314.2349, -78910.7987 eV.